P.
An isolated ion of composition C5H10NO2 and charge -1, computed with ωB97M-V/def2-TZVPD.

XYZ file:
```
18
C5H10NO2 ωB97M-V/def2-TZVPD
C -1.36 1.85 0.03
C -1.20 0.66 -0.95
C 0.24 0.35 -1.33
C 1.20 0.10 -0.10
O 2.35 0.50 -0.10
N 0.66 -0.72 0.84
C 1.19 -2.19 1.47
O 0.14 -2.74 2.00
H -1.25 1.49 1.06
H -0.47 2.48 -0.05
H -2.32 2.33 -0.19
H -1.68 -0.29 -0.65
H -1.73 0.84 -1.89
H 0.68 1.18 -1.89
H 0.33 -0.57 -1.92
H -0.33 -0.72 1.02
H 1.52 -2.73 0.56
H 2.02 -1.83 2.10
```

Output
**Charge**: -1
**HOMO level**: -0.120 Ha
**Orbital gap**: 6.98 eV

***

Q.
C5H10NO2 as an isolated structure, computed with ωB97M-V/def2-TZVPD.

XYZ file:
```
18
C5H10NO2 ωB97M-V/def2-TZVPD
C -0.44 -0.17 -0.57
N 1.00 -0.19 -0.30
C -0.84 1.32 -0.89
C -2.35 1.49 -0.80
C 1.28 -1.40 0.47
C 2.03 -0.98 1.80
O 2.16 -1.97 2.66
O -1.26 -1.03 -0.79
H 0.58 -0.40 -1.33
H -0.47 1.59 -1.87
H -0.27 1.87 -0.17
H -2.62 2.54 -0.62
H -2.83 0.71 -0.23
H -2.75 1.40 -1.81
H 0.41 -1.98 0.79
H 1.95 -2.17 0.06
H 1.43 -0.11 2.20
H 2.98 -0.53 1.41
```

Output
**Charge**: -1
**HOMO level**: -0.089 Ha
**Orbital gap**: 5.81 eV

***

Which is most stable, and by how much? P, by 0.1067 hartree.

***

P.
C3H4N6 as an isolated structure, computed with ωB97M-V/def2-TZVPD.

XYZ file:
```
13
C3H4N6 ωB97M-V/def2-TZVPD
C -0.36 -0.18 -0.32
C 0.70 -1.07 -0.89
C 0.81 1.69 -0.28
H -3.06 -1.37 1.21
H -1.95 0.18 2.07
H 0.36 -2.07 -1.43
H 1.02 2.65 -0.51
N -2.35 -0.39 0.93
N -1.31 -0.86 0.04
N 1.99 -0.86 -0.93
N 2.45 0.02 0.16
N 1.99 1.08 0.31
N -0.29 1.15 -0.35
```

Output
**Charge**: 0
**HOMO level**: -0.328 Ha
**Orbital gap**: 8.29 eV

***

Q.
C3H4N6 as an isolated structure, computed with ωB97M-V/def2-TZVPD.

XYZ file:
```
13
C3H4N6 ωB97M-V/def2-TZVPD
C -3.01 0.28 -0.10
C -1.24 -0.62 0.05
C 1.40 -0.34 -0.32
N -2.55 -0.95 -0.17
N -2.12 1.27 0.09
N 0.86 -1.40 -0.09
N -0.92 0.66 0.16
N -0.36 -1.66 0.18
N 2.22 0.64 -0.02
H -4.05 0.47 -0.27
H -0.81 -2.60 0.27
H 2.01 0.98 0.91
H 2.52 1.33 -0.74
```

Output
**Charge**: 0
**HOMO level**: -0.289 Ha
**Orbital gap**: 7.69 eV

***

Which is most stable, and by how much? Q, by 0.1338 hartree.

***

P.
C3H4N6 in the gas phase, computed with ωB97M-V/def2-TZVPD.

XYZ file:
```
13
C3H4N6 ωB97M-V/def2-TZVPD
H 3.45 0.82 0.10
N 3.01 -0.10 0.02
C 1.73 -0.01 -0.01
N 0.87 -1.11 -0.04
C -0.46 -0.69 -0.01
N -1.73 -1.15 0.02
N -2.52 -0.11 0.02
N -1.74 1.01 -0.01
C -0.44 0.66 -0.03
N 0.87 1.11 -0.02
H 1.14 -2.10 0.11
H -2.14 1.93 0.11
H 1.20 2.06 0.07
```

Output
**Charge**: 0
**HOMO level**: -0.291 Ha
**Orbital gap**: 8.32 eV

***

Q.
C3H4N6 in the gas phase, computed with ωB97M-V/def2-TZVPD.

XYZ file:
```
13
C3H4N6 ωB97M-V/def2-TZVPD
C 1.23 -1.06 -0.18
C -1.05 -1.16 0.19
C -1.42 0.15 -0.42
N 2.44 -0.76 -0.13
N 2.82 0.50 0.08
N 1.86 1.35 0.20
N 0.16 -1.61 0.21
N 0.72 0.93 -0.15
N -0.53 1.22 0.10
H -1.76 -1.72 0.77
H -1.27 0.16 -1.51
H -2.45 0.41 -0.18
H -0.76 1.61 1.02
```

Output
**Charge**: 0
**HOMO level (spin up / spin down)**: -0.301 / -0.301 Ha
**Orbital gap (spin up / spin down)**: 7.77 / 7.77 eV

***

Which is most stable, and by how much? P, by 0.1664 hartree.